70
Properties=species:S:1:pos:R:3:forces:R:3 method="wB97M-V/def2-TZVPD" multiplicity=1 lumo_ha=0.00838 energy_ha=-6490.48048 smiles=c1ccncc1.c1ccncc1.ClCCCl.ClCCCl.ClCCCl.ClCCCl.ClCCCl.ClCCCl orbital_gap_ev=9.705
C 0.98839 5.25997 -3.38765 -0.20 -1.37 -0.37
C 0.95228 4.18653 -2.49401 1.24 0.75 1.11
C 1.68282 4.34539 -1.32079 0.74 1.96 -0.34
N 2.32680 5.52031 -0.99973 -0.70 -0.29 -0.39
C 2.26905 6.57003 -1.85175 -0.67 -1.96 -0.37
C 1.66816 6.43442 -3.11483 -0.52 -0.09 0.65
H 0.52645 5.00473 -4.32992 -0.10 0.75 -0.38
H 0.51180 3.21329 -2.65271 -0.31 0.13 -0.46
H 1.81032 3.51330 -0.64421 0.08 0.08 0.28
H 2.69848 7.51999 -1.56969 0.27 -0.11 0.29
H 1.63042 7.25198 -3.81951 0.19 0.05 -0.03
C -1.48674 -0.70102 0.88323 0.84 -0.43 -0.85
C -1.28309 0.66043 0.87344 0.53 0.90 -0.71
C -0.24105 1.21047 0.07486 -0.32 -1.85 0.28
N 0.56764 0.42932 -0.64804 -0.40 -0.19 0.02
C 0.34504 -0.91629 -0.65745 0.51 1.47 0.41
C -0.65231 -1.51111 0.07400 -0.69 0.38 0.67
H -2.22492 -1.18545 1.50517 -0.11 0.17 0.00
H -1.91016 1.35277 1.41552 -0.03 -0.13 0.26
H -0.02303 2.26822 0.06849 -0.13 0.14 -0.01
H 1.10523 -1.46135 -1.19729 -0.23 -0.30 -0.24
H -0.80246 -2.58061 0.07192 0.12 -0.09 -0.06
Cl -4.23510 1.87452 2.80144 0.49 0.29 0.34
C -4.70999 0.17838 2.58206 -0.48 0.00 -0.11
C -6.21470 0.15719 2.46803 -1.00 -0.27 -0.24
Cl -7.02067 -0.01257 4.07209 0.24 0.09 -0.23
H -4.39734 -0.42505 3.43425 0.22 0.16 -0.15
H -4.22935 -0.16321 1.66533 -0.12 -0.05 0.10
H -6.61151 -0.64911 1.85117 0.36 -0.28 0.18
H -6.61872 1.06353 2.01700 0.27 0.06 0.17
Cl 2.04970 -0.63340 5.54749 -0.39 -0.22 0.40
C 0.50877 -0.55910 6.46377 -0.45 0.47 -0.09
C -0.57224 0.10076 5.62757 -0.19 -0.16 0.10
Cl -1.01697 -0.88979 4.15731 0.32 0.79 0.80
H 0.65425 0.09490 7.32355 0.25 -0.02 0.00
H 0.18574 -1.52444 6.85347 0.37 -0.16 -0.38
H -0.26066 1.12180 5.40731 0.09 -0.25 -0.82
H -1.49052 0.23545 6.19916 -0.01 -0.40 0.08
Cl -5.83163 -4.40261 4.80882 1.33 -0.06 0.36
C -4.04249 -4.72509 5.15281 -0.45 -0.14 -1.72
C -3.09520 -3.66373 4.58621 -0.81 0.20 1.19
Cl -3.25526 -3.30646 2.82800 -0.02 -0.39 0.81
H -3.78746 -5.62984 4.60101 -0.43 -0.31 0.41
H -3.91319 -4.84817 6.22809 -0.03 0.12 -0.19
H -2.09023 -4.01965 4.81306 0.08 0.18 -0.35
H -3.28836 -2.76673 5.17457 0.27 0.36 -0.54
Cl 0.72487 -1.25147 -4.38117 0.38 -0.36 -0.39
C -0.36495 0.12798 -4.20941 -0.49 0.08 0.40
C -0.57927 0.95609 -5.47041 0.45 -1.01 0.89
Cl 0.89386 1.87656 -5.84257 -0.16 0.27 -0.13
H 0.04161 0.66669 -3.35349 -0.22 0.36 -0.20
H -1.33292 -0.28856 -3.93079 0.00 0.00 0.09
H -1.44164 1.58764 -5.25694 0.24 0.31 -0.40
H -0.76935 0.25698 -6.28479 -0.11 0.35 -0.13
Cl 5.52512 -5.81660 -2.17616 -0.82 0.48 0.31
C 3.95959 -4.88016 -2.08499 0.16 0.15 -0.94
C 4.12901 -3.49295 -2.75467 -0.23 -1.05 -0.05
Cl 4.38628 -3.59617 -4.54152 0.16 -0.20 0.37
H 3.59225 -4.80830 -1.06127 0.61 0.24 0.15
H 3.21121 -5.49494 -2.58508 0.19 0.12 -0.30
H 4.98097 -2.96249 -2.32936 -0.40 -0.07 -0.11
H 3.19697 -2.92858 -2.72508 0.15 0.07 0.61
Cl 5.55442 -0.55902 -2.67811 0.27 0.25 0.03
C 4.37171 0.43612 -3.52980 -0.58 0.22 -1.45
C 3.62489 1.35878 -2.62097 -0.39 -0.79 0.77
Cl 4.67016 2.50547 -1.79370 0.22 0.47 0.13
H 3.63587 -0.21134 -4.00670 -0.04 -0.33 0.24
H 4.83166 0.93243 -4.38433 0.44 0.17 0.35
H 3.19284 0.70405 -1.86416 -0.16 0.29 0.26
H 2.78883 1.88864 -3.07744 0.29 0.01 -0.36

---

86
Properties=species:S:1:pos:R:3:forces:R:3 method="wB97M-V/def2-TZVPD" multiplicity=4 lumo_ha="0.15972 / 0.15976" energy_ha=-2642.93814 charge=-2 orbital_gap_ev="2.748 / 5.829"
V -0.12180 -0.91663 -0.46923 0.01 -1.74 0.60
C -2.71308 2.22376 -0.47079 0.01 -0.04 0.06
N -1.39061 2.78575 -0.34749 -0.01 0.12 -0.04
C -0.68343 2.93297 -1.59344 -0.07 0.00 0.05
C 0.82856 2.65448 -1.51995 0.04 -0.06 -0.21
C 1.24036 1.65721 -0.43740 0.03 -0.33 -0.13
N 1.45469 0.24058 -0.86722 0.05 1.43 0.30
C 2.47011 0.03270 -1.60432 0.61 -0.59 -0.27
C 3.09113 -1.25324 -1.85001 -0.24 0.50 0.01
C 4.02999 -1.33437 -2.88577 0.03 -0.03 -0.05
C 4.80482 -2.44857 -3.09218 -0.10 -0.31 0.32
C 4.66432 -3.51665 -2.16598 0.30 0.11 -0.45
C 3.79194 -3.46587 -1.12377 -0.47 0.34 0.25
C 2.89713 -2.33710 -0.91215 0.34 -0.11 -0.13
O 2.06825 -2.30719 0.02938 -0.07 0.01 -0.09
C -1.34805 3.92084 0.55054 -0.15 -0.09 -0.01
C -0.05919 4.11933 1.34576 0.13 0.06 -0.08
C 0.04602 3.20080 2.57161 0.08 0.07 -0.01
N -0.41192 1.88589 2.27051 -0.02 -0.30 0.32
C -0.54488 1.07394 3.31389 -0.09 -0.21 -0.38
C -1.02264 -0.26917 3.30830 0.04 0.23 0.22
C -1.18332 -0.93804 4.56512 -0.02 0.06 -0.06
C -1.76372 -2.18136 4.70412 0.00 0.00 -0.12
C -2.22972 -2.87091 3.57609 0.12 0.25 -0.02
C -2.03683 -2.26364 2.32255 -0.22 -0.54 0.16
C -1.43337 -1.04271 2.16754 0.35 0.74 -1.33
O -1.28465 -0.56691 0.86587 -0.60 0.14 1.63
H -3.44012 2.91896 -0.94053 -0.02 0.03 0.00
H -3.07223 1.95293 0.52345 0.01 -0.01 -0.02
H -2.68201 1.30504 -1.05655 0.05 -0.01 -0.01
H -0.83533 3.93802 -2.03748 -0.03 0.06 -0.01
H -1.10996 2.22211 -2.29512 -0.06 -0.14 -0.04
H 1.37245 3.58693 -1.35005 -0.03 0.04 0.02
H 1.14204 2.28782 -2.50401 0.03 0.04 0.03
H 0.50756 1.65176 0.37649 -0.05 -0.06 -0.03
H 2.18095 1.98972 0.00182 0.14 -0.03 0.08
H 2.96740 0.90714 -2.03784 0.16 -0.02 0.00
H 4.13700 -0.47409 -3.54234 0.00 0.02 0.00
H 5.50994 -2.49954 -3.90941 0.05 -0.04 -0.04
H 5.28213 -4.40226 -2.28387 0.03 -0.01 -0.03
H 3.70859 -4.28224 -0.41656 0.02 -0.03 -0.01
H -2.14694 3.77800 1.28183 -0.04 0.03 -0.01
H -1.58654 4.84650 -0.01271 0.02 0.09 -0.02
H -0.03556 5.16117 1.68669 0.04 0.03 -0.01
H 0.81092 3.99629 0.69533 -0.07 -0.03 0.04
H -0.53098 3.66732 3.39921 -0.06 -0.02 0.01
H 1.10476 3.22464 2.90970 -0.02 -0.02 0.06
H -0.30465 1.45034 4.31972 0.02 0.05 0.09
H -0.84592 -0.40205 5.44906 -0.01 -0.04 0.02
H -1.85696 -2.62051 5.69323 0.00 0.00 0.02
H -2.69187 -3.84756 3.65008 0.00 0.00 0.03
H -2.35376 -2.76844 1.41797 0.02 -0.02 0.00
C -0.62565 1.05078 -5.59275 -0.01 0.13 -0.20
C -0.87450 -0.16780 -4.72280 0.06 0.08 0.35
C -0.24565 -1.39356 -5.36902 0.09 -0.15 -0.12
O -0.20967 0.03749 -3.47179 -0.30 -0.18 0.38
B -0.99824 -0.47034 -2.37594 -0.27 0.46 -1.43
O -2.26422 -0.78122 -2.93094 0.18 0.05 0.09
C -2.36228 -0.37302 -4.30199 0.18 -0.08 0.23
C -3.19974 0.89705 -4.34394 -0.15 0.11 -0.03
C -3.08307 -1.46258 -5.07162 -0.14 -0.11 -0.16
H 0.44148 1.11951 -5.81973 -0.05 0.00 0.03
H -0.92480 1.96984 -5.08712 0.02 -0.05 -0.01
H -1.17079 0.98007 -6.54137 0.03 0.00 0.05
H 0.81984 -1.20053 -5.51034 -0.02 -0.01 0.02
H -0.69276 -1.62029 -6.34146 0.02 0.02 -0.01
H -0.33683 -2.27109 -4.72866 -0.02 0.06 0.01
H -2.72270 1.72328 -3.82168 0.08 0.02 0.08
H -4.14561 0.69292 -3.83783 0.01 0.01 -0.03
H -3.41080 1.21096 -5.37120 0.01 -0.01 0.03
H -2.58357 -2.42409 -4.96670 -0.03 0.03 -0.01
H -3.14747 -1.21387 -6.13692 0.01 0.00 0.04
H -4.09885 -1.56178 -4.68260 0.02 -0.01 0.00
C -1.08602 -4.14045 -2.93409 -0.16 -0.04 -0.06
C -0.00522 -3.80708 -1.90801 -0.02 0.20 0.02
C 0.61272 -5.10280 -1.38999 -0.05 -0.11 0.05
C -0.59267 -2.94992 -0.76900 0.12 -0.14 -0.14
H -0.67853 -4.61744 -3.83561 0.01 0.00 0.04
H -1.64681 -3.24997 -3.23089 0.10 -0.05 0.10
H -1.80726 -4.83258 -2.48096 0.02 0.02 -0.05
H 0.79360 -3.26170 -2.43430 -0.01 0.03 0.04
H -0.15975 -5.68554 -0.87253 0.04 -0.01 -0.03
H 1.40313 -4.89101 -0.67063 0.01 0.04 0.00
H 1.02735 -5.71780 -2.20097 -0.01 0.05 0.04
H -1.68544 -3.04692 -0.77672 -0.05 0.04 0.00
H -0.24448 -3.33043 0.20276 -0.01 0.00 -0.04